[1]
{
  "formula": "C6H10",
  "method": "ωB97M-V with the def2-TZVPD basis set",
  "elements": ["C", "C", "C", "C", "C", "C", "H", "H", "H", "H", "H", "H", "H", "H", "H", "H"],
  "positions_angstrom": [[-0.656, -1.172, 1.404], [-0.119, -0.295, 0.298], [-0.925, 0.118, -0.932], [0.034, 1.314, -1.167], [0.715, 0.989, 0.165], [1.350, -0.352, 0.007], [-0.437, -0.808, 2.412], [-0.197, -2.163, 1.311], [-1.738, -1.312, 1.317], [-1.054, -0.625, -1.727], [-1.913, 0.489, -0.634], [-0.454, 2.288, -1.238], [0.700, 1.193, -2.031], [1.037, 1.713, 0.908], [1.932, -0.686, 0.865], [1.725, -0.691, -0.958]],
  "smiles": "C[C@@]12CC[C@@H]1C2",
  "largest_force_ev_per_a": 0.3,
  "energy_ha": -234.55080,
  "de_lowest_ev": 1.407,
  "homo_ev": -9.319,
  "gap_ev": 10.508
}

[2]
{
  "formula": "C6H10",
  "method": "ωB97M-V with the def2-TZVPD basis set",
  "elements": ["C", "C", "C", "C", "C", "C", "H", "H", "H", "H", "H", "H", "H", "H", "H", "H"],
  "positions_angstrom": [[-1.638, -0.293, -1.543], [-0.455, -0.522, -1.005], [1.005, -0.463, -1.142], [0.345, -0.987, 0.136], [0.409, -0.152, 1.411], [0.108, 1.326, 1.159], [-2.559, -0.530, -1.014], [-1.727, 0.137, -2.537], [1.468, -1.175, -1.820], [1.518, 0.497, -1.082], [0.389, -2.066, 0.288], [-0.318, -0.556, 2.127], [1.397, -0.268, 1.876], [-0.742, 1.416, 0.480], [0.955, 1.838, 0.690], [-0.141, 1.857, 2.082]],
  "smiles": "C=C1C[C@H]1CC",
  "largest_force_ev_per_a": 0.2,
  "energy_ha": -234.54401,
  "de_lowest_ev": 1.592,
  "homo_ev": -9.610,
  "gap_ev": 10.781
}

[3]
{
  "formula": "C6H10",
  "method": "ωB97M-V with the def2-TZVPD basis set",
  "elements": ["C", "C", "C", "C", "C", "C", "H", "H", "H", "H", "H", "H", "H", "H", "H", "H"],
  "positions_angstrom": [[1.561, -0.328, 0.861], [0.535, -0.960, -0.030], [-1.055, -0.747, 0.018], [-1.411, 0.703, 0.309], [-0.440, 1.131, -0.831], [-0.162, -0.349, -1.151], [1.949, -1.041, 1.601], [1.164, 0.548, 1.383], [2.399, -0.003, 0.238], [0.701, -2.031, -0.205], [-1.051, -1.580, 0.681], [-2.443, 1.025, 0.095], [-1.188, 1.009, 1.334], [0.436, 1.704, -0.502], [-0.909, 1.674, -1.653], [-0.087, -0.756, -2.149]],
  "smiles": "C[C@H]1[C@H]2CC[C@@H]12",
  "largest_force_ev_per_a": 2.5,
  "energy_ha": -234.50470,
  "de_lowest_ev": 2.662,
  "homo_ev": -8.506,
  "gap_ev": 9.667
}

[4]
{
  "formula": "C6H10",
  "method": "ωB97M-V with the def2-TZVPD basis set",
  "elements": ["C", "C", "C", "C", "C", "C", "H", "H", "H", "H", "H", "H", "H", "H", "H", "H"],
  "positions_angstrom": [[-0.809, 0.689, 1.389], [-0.422, -0.201, 0.241], [0.917, -0.798, 0.392], [2.028, -0.214, -0.372], [-0.953, 0.124, -1.153], [-1.888, -0.713, -0.404], [-0.818, 0.192, 2.356], [-0.094, 1.528, 1.429], [-1.796, 1.130, 1.177], [1.021, -1.845, 0.667], [2.298, 0.821, -0.051], [2.967, -0.736, -0.211], [1.944, -0.090, -1.464], [-1.333, 1.148, -1.304], [-0.186, -0.143, -1.872], [-2.877, -0.892, -0.821]],
  "largest_force_ev_per_a": 3.7,
  "energy_ha": -234.32646,
  "de_lowest_ev": 7.512,
  "homo_ev": -6.309,
  "gap_ev": 5.050
}

[5]
{
  "formula": "C6H10",
  "method": "ωB97M-V with the def2-TZVPD basis set",
  "elements": ["C", "C", "C", "C", "C", "C", "H", "H", "H", "H", "H", "H", "H", "H", "H", "H"],
  "positions_angstrom": [[-0.520, -1.131, 1.497], [-0.734, -0.004, 0.777], [-1.829, 0.961, 1.204], [0.205, 0.443, -0.258], [0.923, -0.401, -0.997], [1.907, 0.009, -2.054], [-1.310, -1.709, 1.952], [0.469, -1.566, 1.381], [-1.388, 1.625, 1.950], [-2.677, 0.449, 1.658], [-2.159, 1.574, 0.364], [0.088, 1.493, -0.527], [0.846, -1.471, -0.845], [1.501, -0.112, -3.065], [2.173, 1.061, -1.929], [2.837, -0.564, -2.048]],
  "smiles": "C=C(C)/C=C/C",
  "largest_force_ev_per_a": 1.6,
  "energy_ha": -234.55991,
  "de_lowest_ev": 1.159,
  "homo_ev": -8.350,
  "gap_ev": 9.356
}

[6]
{
  "formula": "C6H10",
  "method": "ωB97M-V with the def2-TZVPD basis set",
  "elements": ["C", "C", "C", "C", "C", "C", "H", "H", "H", "H", "H", "H", "H", "H", "H", "H"],
  "positions_angstrom": [[1.859, -0.364, 0.463], [0.719, 0.123, -0.464], [0.013, 1.345, 0.085], [-1.266, 1.123, 0.371], [-1.690, -0.287, 0.050], [-0.449, -0.894, -0.642], [1.994, 0.304, 1.320], [2.813, -0.421, -0.068], [1.647, -1.363, 0.851], [1.158, 0.352, -1.445], [0.533, 2.287, 0.247], [-1.947, 1.851, 0.802], [-1.965, -0.832, 0.962], [-2.577, -0.309, -0.596], [-0.655, -1.040, -1.706], [-0.188, -1.875, -0.231]],
  "smiles": "C[C@@H]1C=CCC1",
  "largest_force_ev_per_a": 0.2,
  "energy_ha": -234.59241,
  "de_lowest_ev": 0.275,
  "homo_ev": -9.081,
  "gap_ev": 10.297
}

[7]
{
  "formula": "C6H10",
  "method": "ωB97M-V with the def2-TZVPD basis set",
  "elements": ["C", "C", "C", "C", "C", "C", "H", "H", "H", "H", "H", "H", "H", "H", "H", "H"],
  "positions_angstrom": [[-0.433, -1.149, 1.389], [0.590, 0.296, 0.712], [0.081, -1.083, -0.377], [1.021, 0.004, -0.723], [0.296, 1.239, -1.256], [-0.374, 1.366, 0.131], [0.297, -1.571, 2.074], [-1.143, -1.954, 1.119], [-1.041, -0.413, 1.912], [0.560, -2.057, -0.332], [-0.873, -1.080, -0.898], [2.036, -0.280, -1.001], [0.976, 2.070, -1.459], [-0.353, 1.098, -2.129], [-1.445, 1.141, 0.161], [-0.213, 2.319, 0.643]],
  "largest_force_ev_per_a": 0.5,
  "energy_ha": -234.39860,
  "de_lowest_ev": 5.549,
  "homo_ev": -7.366,
  "gap_ev": 8.424
}

[8]
{
  "formula": "C6H10",
  "method": "ωB97M-V with the def2-TZVPD basis set",
  "elements": ["C", "C", "C", "C", "C", "C", "H", "H", "H", "H", "H", "H", "H", "H", "H", "H"],
  "positions_angstrom": [[1.994, -0.260, 0.656], [0.592, -0.617, 0.265], [-0.119, 1.111, -0.287], [-0.540, 0.204, 0.816], [-1.654, -0.477, 0.014], [-0.749, -0.459, -1.247], [2.167, 0.742, 1.091], [2.710, -0.422, -0.156], [2.247, -1.003, 1.427], [0.798, 1.691, -0.201], [-0.890, 1.668, -0.812], [-0.584, 0.515, 1.862], [-1.905, -1.480, 0.362], [-2.563, 0.126, -0.106], [-1.126, 0.113, -2.105], [-0.410, -1.419, -1.618]],
  "largest_force_ev_per_a": 0.6,
  "energy_ha": -234.36561,
  "de_lowest_ev": 6.447,
  "homo_ev": -7.188,
  "gap_ev": 8.269
}

[9]
{
  "formula": "C6H10",
  "method": "ωB97M-V with the def2-TZVPD basis set",
  "elements": ["C", "C", "C", "C", "C", "C", "H", "H", "H", "H", "H", "H", "H", "H", "H", "H"],
  "positions_angstrom": [[-2.271, 0.942, 1.363], [-2.088, 0.254, 0.007], [-0.684, 0.233, -0.422], [0.483, 0.196, -0.728], [1.908, 0.024, -1.034], [2.462, -1.220, -0.330], [-1.687, 0.433, 2.135], [-1.938, 1.983, 1.320], [-3.325, 0.927, 1.662], [-2.458, -0.777, 0.072], [-2.701, 0.755, -0.753], [2.469, 0.915, -0.723], [2.047, -0.063, -2.119], [1.909, -2.111, -0.643], [3.522, -1.368, -0.561], [2.352, -1.123, 0.754]],
  "smiles": "CCC#CCC",
  "largest_force_ev_per_a": 0.5,
  "energy_ha": -234.55688,
  "de_lowest_ev": 1.242,
  "homo_ev": -9.362,
  "gap_ev": 10.448
}

[10]
{
  "formula": "C6H10BNO3",
  "method": "ωB97M-V with the def2-TZVPD basis set",
  "elements": ["C", "C", "C", "C", "B", "O", "O", "H", "H", "H", "H", "H", "H", "H", "C", "O", "C", "N", "H", "H", "H"],
  "positions_angstrom": [[-3.396, -2.275, 0.120], [-2.542, -1.254, 0.089], [-1.109, -1.421, 0.091], [-0.211, -0.424, 0.049], [-0.455, 1.118, -0.034], [0.630, 1.881, -0.387], [-1.663, 1.674, 0.239], [-4.463, -2.128, 0.124], [-3.053, -3.298, 0.150], [-2.896, -0.234, 0.065], [-0.753, -2.445, 0.123], [0.829, -0.729, 0.039], [0.483, 2.825, -0.467], [-1.723, 2.631, 0.192], [3.752, 0.920, 0.057], [3.875, -0.352, 0.695], [3.596, -1.392, 0.020], [3.369, -2.374, -0.522], [2.712, 1.119, -0.217], [4.387, 0.966, -0.831], [4.089, 1.647, 0.794]],
  "smiles": "C=C/C=C\\B(O)O.COC#N",
  "largest_force_ev_per_a": 1.0,
  "energy_ha": -539.97637,
  "de_lowest_ev": 0.377,
  "homo_ev": -8.828,
  "gap_ev": 8.870
}

[11]
{
  "formula": "C6H10BiO6",
  "method": "ωB97M-V with the def2-TZVPD basis set",
  "elements": ["O", "C", "O", "C", "C", "C", "C", "O", "C", "O", "O", "H", "H", "H", "H", "H", "H", "H", "H", "H", "Bi", "O", "H"],
  "positions_angstrom": [[-1.315, -2.696, 1.009], [-1.177, -1.976, 0.014], [-1.658, -0.748, -0.081], [-1.181, 0.234, 0.896], [-1.295, 1.622, 0.311], [-0.323, 2.002, -0.812], [1.084, 1.455, -0.712], [1.664, 1.867, 0.534], [2.892, 1.451, 0.785], [3.591, 0.808, 0.039], [3.215, 1.805, 2.023], [-0.153, -0.041, 1.156], [-1.835, 0.120, 1.767], [-1.152, 2.291, 1.172], [-2.325, 1.778, -0.042], [-0.282, 3.098, -0.876], [-0.711, 1.666, -1.784], [1.699, 1.841, -1.535], [1.106, 0.357, -0.763], [4.100, 1.478, 2.229], [-2.201, -1.344, -2.466], [-1.721, -2.650, -0.998], [-1.952, -3.530, -0.130]],
  "largest_force_ev_per_a": 7.6,
  "energy_ha": -899.23534,
  "homo_ev": [-21.308, -22.677],
  "gap_ev": [5.288, 8.347],
  "charge": 3
}

[12]
{
  "formula": "C6H10BrIO5",
  "method": "ωB97M-V with the def2-TZVPD basis set",
  "elements": ["O", "C", "O", "C", "Br", "I", "H", "H", "C", "C", "O", "C", "O", "O", "C", "H", "H", "H", "H", "H", "H", "H", "H"],
  "positions_angstrom": [[-5.604, 2.634, -2.372], [-5.968, 1.433, -2.503], [-5.058, 0.382, -2.846], [-4.584, -0.337, -1.661], [-5.385, 0.388, 0.046], [-2.406, 0.051, -1.567], [-7.092, 1.187, -2.401], [-4.774, -1.474, -1.743], [2.580, -1.605, 2.958], [2.757, -0.104, 2.826], [3.479, 0.221, 1.632], [2.757, 0.215, 0.499], [1.577, -0.028, 0.408], [3.581, 0.505, -0.523], [2.953, 0.459, -1.803], [3.545, -2.113, 2.884], [2.117, -1.856, 3.915], [1.951, -2.000, 2.157], [3.351, 0.268, 3.663], [1.796, 0.419, 2.854], [2.056, 1.082, -1.826], [2.712, -0.574, -2.063], [3.660, 0.847, -2.536]],
  "largest_force_ev_per_a": 5.8,
  "energy_ha": -3482.47839,
  "homo_ev": -9.725,
  "gap_ev": 9.233
}